(1)
Entry from the Open Molecules 2025 dataset: a cluster of 9 separate species, C37H89Cl4N3O19P4 in total in a non-equilibrium geometry (ωB97M-V/def2-TZVPD).

Calculated values
Relative energy (zero: lowest compared OMol25 entry of this formula, charge and spin) = 97.0 kcal/mol
Highest occupied orbital energy = -8.8 eV
Net charge = 0
Frontier orbital gap = 0.328 hartree
Electronic energy = -170439.285 eV

Each line ends with the Löwdin charge.
Geometry (Å):
C -6.748 4.148 12.839  -0.091
C -5.400 4.293 13.441  -0.312
O -4.552 4.781 12.433  -0.145
P -3.396 5.764 12.918  0.454
O -3.015 5.755 14.362  -0.246
O -2.199 5.218 12.018  -0.182
C -0.841 5.301 12.574  -0.251
C 0.150 4.671 11.624  -0.080
O -3.771 7.209 12.293  -0.180
C -2.987 8.333 12.185  -0.295
C -3.888 9.578 12.067  -0.056
H -7.231 5.072 12.524  0.082
H -6.849 3.536 11.942  0.082
H -7.348 3.697 13.629  0.082
H -5.484 4.874 14.359  0.122
H -5.115 3.275 13.707  0.125
H -0.595 6.359 12.664  0.105
H -0.789 4.940 13.601  0.113
H -0.001 3.595 11.537  0.076
H 0.091 4.933 10.568  0.075
H 1.159 4.932 11.943  0.079
H -2.369 8.415 13.079  0.120
H -2.381 8.191 11.290  0.122
H -4.535 9.683 12.938  0.084
H -3.312 10.501 12.007  0.046
H -4.471 9.558 11.146  0.074
C -6.273 14.901 6.896  -0.064
C -5.084 14.229 6.328  -0.247
O -5.342 13.841 4.935  -0.157
P -4.454 14.229 3.682  0.498
O -5.076 13.744 2.416  -0.244
O -4.165 15.866 3.803  -0.245
C -4.545 16.890 2.833  -0.266
C -5.461 17.858 3.499  -0.075
O -3.030 13.481 4.017  -0.189
C -2.023 13.476 3.007  -0.281
C -1.359 14.802 2.948  -0.084
H -6.597 15.781 6.341  0.083
H -7.066 14.153 6.904  0.096
H -5.997 15.134 7.925  0.058
H -4.241 14.881 6.555  0.095
H -4.890 13.300 6.864  0.120
H -3.611 17.347 2.505  0.110
H -4.956 16.393 1.955  0.116
H -4.876 18.196 4.355  0.066
H -5.727 18.731 2.903  0.089
H -6.382 17.310 3.697  0.094
H -1.200 12.784 3.184  0.111
H -2.476 13.181 2.061  0.117
H -2.048 15.608 2.694  0.060
H -0.885 15.039 3.901  0.069
H -0.510 14.851 2.266  0.087
C -2.089 18.337 10.906  -0.100
C -1.893 19.731 11.341  -0.292
O -2.951 20.550 10.855  -0.161
P -3.957 21.178 11.945  0.481
O -4.180 20.359 13.145  -0.224
O -5.304 21.365 11.045  -0.201
C -6.320 22.206 11.627  -0.239
C -7.563 22.148 10.711  -0.063
O -3.464 22.718 12.242  -0.189
C -3.167 23.158 13.550  -0.276
C -1.619 22.957 13.915  -0.050
H -1.434 17.563 11.308  0.073
H -3.075 17.995 11.221  0.073
H -1.936 18.289 9.828  0.050
H -1.839 19.701 12.429  0.110
H -0.915 19.922 10.900  0.125
H -6.709 21.729 12.527  0.118
H -6.010 23.223 11.869  0.116
H -7.498 22.486 9.677  0.068
H -8.076 21.188 10.644  0.062
H -8.286 22.843 11.139  0.075
H -3.358 24.230 13.518  0.109
H -3.729 22.831 14.425  0.111
H -1.068 23.570 13.201  0.067
H -1.410 23.494 14.840  0.068
H -1.389 21.892 13.895  0.064
C -11.784 19.096 9.024  -0.076
C -10.488 19.714 9.442  -0.330
O -9.582 19.674 8.408  -0.190
P -8.715 18.339 8.180  0.471
O -9.422 17.044 8.402  -0.240
O -8.087 18.433 6.708  -0.176
C -7.087 19.402 6.299  -0.238
C -7.331 20.898 6.621  -0.060
O -7.489 18.688 9.195  -0.202
C -6.366 17.779 9.180  -0.222
C -5.181 18.761 9.412  -0.053
H -11.780 18.012 8.914  0.074
H -12.480 19.276 9.843  0.077
H -12.233 19.555 8.144  0.084
H -10.542 20.771 9.701  0.122
H -10.106 19.225 10.338  0.122
H -6.068 19.060 6.481  0.104
H -7.230 19.410 5.218  0.099
H -6.626 21.549 6.104  0.084
H -8.371 21.148 6.408  0.079
H -7.322 21.069 7.697  0.045
H -6.481 17.007 9.941  0.115
H -6.220 17.242 8.244  0.077
H -4.213 18.317 9.177  0.047
H -5.245 19.640 8.771  0.075
H -5.162 19.147 10.431  0.054
C -8.079 14.171 11.366  -0.049
N -8.542 12.774 11.268  -0.170
C -7.659 11.725 11.810  -0.032
C -9.644 12.454 10.541  -0.362
O -9.990 11.330 10.299  0.019
H -7.240 14.401 10.710  0.066
H -7.821 14.453 12.387  0.083
H -8.866 14.854 11.045  0.078
H -7.509 11.893 12.877  0.087
H -8.069 10.716 11.767  0.083
H -6.716 11.732 11.262  0.067
H -10.060 13.356 10.068  0.133
C -4.343 12.990 10.067  -0.049
N -3.155 13.445 9.377  -0.173
C -2.067 12.525 9.418  -0.080
C -2.997 14.778 9.164  -0.325
O -3.811 15.642 9.523  -0.014
H -4.252 13.118 11.146  0.069
H -4.585 11.949 9.853  0.086
H -5.255 13.502 9.761  0.078
H -1.303 12.896 8.735  0.064
H -1.719 12.488 10.451  0.079
H -2.353 11.518 9.113  0.080
H -2.084 15.081 8.627  0.057
C -1.554 14.646 12.757  -0.031
N -2.795 14.113 13.271  -0.210
C -2.817 12.930 14.031  -0.054
C -3.929 14.695 12.848  -0.347
O -5.018 14.244 13.158  -0.004
H -1.531 14.377 11.701  0.068
H -0.766 14.154 13.327  0.098
H -1.495 15.735 12.735  0.078
H -3.839 12.591 14.201  0.093
H -2.289 12.231 13.382  0.083
H -2.353 13.042 15.011  0.098
H -3.782 15.601 12.239  0.135
Cl -0.628 16.072 7.011  0.632
C -1.967 16.790 6.176  -0.704
C -1.655 18.219 5.641  -0.651
Cl -1.403 19.193 7.064  0.603
H -2.824 16.802 6.849  0.055
H -2.193 16.215 5.278  0.032
H -2.470 18.647 5.059  0.062
H -0.786 18.100 4.994  0.076
Cl 2.579 10.978 7.068  0.510
C 1.555 9.692 6.359  -0.633
C 0.324 10.194 5.503  -0.590
Cl -0.798 11.272 6.435  0.540
H 1.354 9.045 7.213  0.059
H 2.225 9.110 5.726  0.061
H -0.297 9.341 5.227  0.061
H 0.602 10.601 4.531  0.068

---

(2)
Entry from the Open Molecules 2025 dataset: a cluster of 6 separate species, C37H89NO6P in total in a non-equilibrium geometry (ωB97M-V/def2-TZVPD).

Calculated values
Relative energy (zero: lowest compared OMol25 entry of this formula, charge and spin) = 167.4 kcal/mol
Highest occupied orbital energy = -10.7 eV
Net charge = +1
Frontier orbital gap = 0.279 hartree
Electronic energy = -62859.739 eV

Each line ends with the Löwdin charge.
Geometry (Å):
C 0.539 -1.809 -1.439  -0.148
C -0.806 -2.615 -0.940  -0.247
C -0.703 -4.196 -1.368  -0.215
C 0.055 -5.145 -0.225  -0.211
C 0.578 -6.483 -1.035  -0.229
C 2.030 -7.060 -0.535  -0.224
C 3.333 -6.331 -1.255  -0.218
C 3.305 -4.696 -1.152  -0.231
C 4.527 -3.953 -2.018  -0.202
C 4.099 -2.359 -2.085  -0.238
C 5.078 -1.432 -3.018  -0.194
C 4.256 0.008 -3.242  -0.195
C 5.102 1.322 -2.744  -0.177
C 5.612 1.202 -1.170  -0.177
N 5.428 2.528 -0.457  -0.273
C 6.513 2.873 0.538  -0.200
C 6.686 1.813 1.777  -0.212
C 5.903 2.255 3.166  -0.132
P 3.831 2.724 0.332  0.864
O 2.701 3.071 -0.753  -0.441
H 0.448 -0.645 -1.357  0.062
H 0.837 -2.139 -2.545  0.083
H 1.423 -2.155 -0.734  0.061
H -1.054 -2.491 0.199  0.111
H -1.714 -2.143 -1.554  0.108
H -0.026 -4.239 -2.344  0.100
H -1.764 -4.652 -1.559  0.115
H 0.928 -4.541 0.307  0.098
H -0.705 -5.423 0.652  0.121
H -0.241 -7.325 -0.851  0.117
H 0.631 -6.329 -2.215  0.118
H 2.129 -7.113 0.651  0.121
H 2.073 -8.199 -0.891  0.112
H 3.498 -6.684 -2.378  0.119
H 4.313 -6.685 -0.677  0.117
H 2.304 -4.213 -1.587  0.093
H 3.477 -4.413 -0.022  0.119
H 4.502 -4.455 -3.077  0.116
H 5.576 -4.133 -1.503  0.120
H 3.024 -2.326 -2.597  0.100
H 4.077 -1.973 -0.979  0.110
H 5.221 -1.867 -4.107  0.125
H 6.123 -1.214 -2.529  0.106
H 3.266 -0.032 -2.576  0.115
H 3.884 0.121 -4.355  0.129
H 4.336 2.234 -2.760  0.111
H 5.973 1.639 -3.482  0.134
H 6.772 0.928 -1.212  0.160
H 5.075 0.292 -0.651  0.133
H 5.474 3.274 -1.215  0.180
H 6.292 3.945 0.969  0.124
H 7.570 2.951 -0.006  0.163
H 6.385 0.716 1.468  0.116
H 7.838 1.777 2.037  0.132
H 6.596 2.823 3.931  0.098
H 4.967 2.937 2.984  0.044
H 5.548 1.256 3.713  0.102
H 3.510 1.514 1.093  0.077
H 3.971 3.851 1.264  0.045
C 3.980 8.925 3.355  -0.078
C 4.886 9.177 2.160  -0.268
O 5.530 8.000 1.677  -0.160
C 4.677 6.950 1.227  -0.297
C 3.771 7.357 0.077  -0.072
H 4.548 8.472 4.177  0.084
H 3.541 9.864 3.706  0.084
H 3.162 8.245 3.111  0.063
H 5.679 9.868 2.461  0.123
H 4.341 9.669 1.349  0.108
H 4.097 6.550 2.065  0.099
H 5.332 6.138 0.890  0.086
H 3.089 8.162 0.359  0.074
H 3.168 6.505 -0.252  0.070
H 4.366 7.714 -0.770  0.088
C -5.004 -3.534 2.837  -0.078
C -4.451 -2.862 1.590  -0.283
O -4.248 -3.762 0.503  -0.181
C -5.402 -4.447 0.022  -0.274
C -6.490 -3.516 -0.485  -0.079
H -4.336 -4.339 3.166  0.083
H -5.107 -2.806 3.648  0.080
H -5.986 -3.977 2.660  0.068
H -3.474 -2.432 1.828  0.110
H -5.086 -2.029 1.277  0.100
H -5.788 -5.123 0.793  0.107
H -5.067 -5.082 -0.806  0.118
H -6.869 -2.861 0.303  0.066
H -7.334 -4.094 -0.876  0.080
H -6.103 -2.876 -1.285  0.080
C -1.198 2.488 -1.402  -0.073
C -2.171 2.011 -2.469  -0.271
O -2.636 0.680 -2.258  -0.169
C -3.339 0.439 -1.041  -0.286
C -4.594 1.283 -0.891  -0.074
H -0.332 1.817 -1.346  0.061
H -0.846 3.499 -1.632  0.075
H -1.658 2.512 -0.413  0.067
H -1.659 2.014 -3.436  0.109
H -3.017 2.696 -2.566  0.105
H -2.669 0.571 -0.186  0.105
H -3.625 -0.619 -1.049  0.106
H -4.368 2.351 -0.870  0.067
H -5.113 1.030 0.039  0.076
H -5.275 1.108 -1.731  0.086
C -5.291 -6.345 6.537  -0.081
C -6.261 -5.176 6.616  -0.279
O -7.322 -5.254 5.667  -0.172
C -8.174 -6.394 5.759  -0.278
C -8.883 -6.512 7.097  -0.082
H -4.859 -6.416 5.531  0.078
H -4.480 -6.217 7.261  0.078
H -5.781 -7.296 6.750  0.065
H -5.715 -4.253 6.401  0.113
H -6.665 -5.067 7.627  0.105
H -7.611 -7.304 5.528  0.105
H -8.925 -6.287 4.969  0.119
H -8.180 -6.627 7.925  0.065
H -9.551 -7.380 7.098  0.079
H -9.477 -5.613 7.295  0.083
C -1.864 4.724 -5.606  -0.076
C -3.124 5.308 -4.989  -0.273
O -2.936 5.787 -3.659  -0.172
C -1.976 6.828 -3.490  -0.283
C -2.301 8.084 -4.279  -0.081
H -1.479 3.904 -4.987  0.064
H -2.073 4.340 -6.610  0.082
H -1.070 5.468 -5.692  0.065
H -3.884 4.522 -4.934  0.119
H -3.543 6.097 -5.620  0.106
H -0.974 6.458 -3.730  0.102
H -1.967 7.074 -2.422  0.117
H -2.318 7.899 -5.356  0.066
H -1.555 8.861 -4.083  0.078
H -3.288 8.468 -3.998  0.085

---

(3)
Entry from the Open Molecules 2025 dataset: a cluster of 9 separate species, C37H94ClN6O9 in total in a non-equilibrium geometry (ωB97M-V/def2-TZVPD).

Calculated values
Highest occupied orbital energy = -13.7 eV
Net charge = +3
Frontier orbital gap = 0.313 hartree
Electronic energy = -79758.287 eV

Each line ends with the Löwdin charge.
Geometry (Å):
C -0.889 0.849 -3.570  0.035
N -1.750 0.552 -4.821  -0.305
C -1.639 -0.891 -5.229  0.014
C -3.175 0.787 -4.450  0.016
C -1.289 1.448 -5.970  -0.075
C 0.210 1.628 -6.026  -0.233
O 0.886 0.406 -6.215  -0.050
H 0.148 0.543 -3.782  0.079
H -1.340 0.415 -2.672  0.070
H -0.929 1.948 -3.468  0.089
H -1.893 -1.563 -4.427  0.086
H -0.617 -1.103 -5.517  0.092
H -2.262 -1.182 -6.048  0.106
H -3.208 1.864 -4.433  0.094
H -3.329 0.388 -3.472  0.081
H -3.933 0.483 -5.179  0.124
H -1.741 2.411 -5.777  0.133
H -1.608 1.071 -6.916  0.139
H 0.622 2.083 -5.150  0.109
H 0.265 2.292 -6.912  0.147
H 1.836 0.495 -6.312  0.108
C -3.269 -4.387 -0.245  0.028
N -1.960 -4.354 -0.976  -0.342
C -2.075 -3.627 -2.269  0.000
C -0.909 -3.625 -0.092  0.016
C -1.467 -5.779 -1.121  -0.101
C -2.270 -6.641 -2.122  -0.234
O -3.391 -7.309 -1.633  -0.032
H -3.264 -5.082 0.578  0.111
H -4.051 -4.621 -0.953  0.110
H -3.452 -3.377 0.124  0.106
H -2.235 -2.559 -2.093  0.080
H -2.934 -4.054 -2.787  0.103
H -1.126 -3.794 -2.786  0.120
H -1.036 -2.550 -0.184  0.080
H 0.110 -3.878 -0.445  0.106
H -0.957 -3.925 0.966  0.091
H -1.383 -6.263 -0.113  0.160
H -0.466 -5.704 -1.575  0.132
H -1.598 -7.339 -2.613  0.136
H -2.609 -5.899 -2.842  0.100
H -3.246 -8.248 -1.470  0.112
C 4.330 3.256 3.135  -0.013
N 3.992 1.810 3.346  -0.286
C 4.286 1.472 4.795  0.015
C 2.500 1.805 3.022  0.009
C 4.954 0.910 2.531  -0.063
C 4.460 -0.499 2.392  -0.305
O 4.529 -1.296 3.551  -0.051
H 3.583 3.905 3.566  0.109
H 4.380 3.447 2.078  0.074
H 5.277 3.519 3.612  0.110
H 3.592 1.927 5.477  0.102
H 5.262 1.930 5.011  0.107
H 4.400 0.406 4.942  0.090
H 1.921 2.301 3.770  0.099
H 2.197 0.766 2.971  0.068
H 2.386 2.145 2.005  0.053
H 5.902 0.964 3.105  0.145
H 5.182 1.392 1.557  0.139
H 5.023 -0.949 1.544  0.111
H 3.421 -0.511 2.123  -0.055
H 5.426 -1.567 3.730  0.096
C -2.175 3.558 -0.419  0.032
N -0.711 3.770 0.011  -0.317
C -0.798 4.763 1.135  0.000
C -0.056 2.515 0.486  -0.002
C 0.187 4.283 -1.141  -0.077
C -0.377 5.192 -2.221  -0.178
O -1.215 4.318 -2.987  -0.102
H -2.098 3.174 -1.413  0.074
H -2.822 4.415 -0.357  0.104
H -2.517 2.779 0.288  0.085
H -1.534 4.365 1.887  0.119
H -1.218 5.755 0.844  0.119
H 0.194 4.867 1.591  0.109
H -0.661 2.170 1.333  0.097
H 0.930 2.836 0.747  0.049
H -0.060 1.739 -0.278  0.111
H 0.289 3.328 -1.652  0.118
H 1.161 4.518 -0.678  0.132
H 0.533 5.496 -2.807  0.146
H -0.917 6.074 -1.867  0.131
H -1.870 4.848 -3.433  0.098
C 4.920 -0.435 -1.301  -0.044
N 4.818 -1.652 -2.106  -0.374
C 6.093 -1.863 -2.833  0.005
C 4.511 -2.810 -1.188  0.021
C 3.720 -1.458 -3.108  -0.096
C 2.317 -1.141 -2.580  -0.251
O 2.138 0.263 -2.764  -0.117
H 5.239 0.343 -1.990  0.112
H 5.690 -0.521 -0.482  0.125
H 3.944 -0.169 -0.916  0.024
H 6.831 -1.987 -2.047  0.110
H 6.400 -1.020 -3.458  0.120
H 6.021 -2.780 -3.438  0.119
H 4.454 -3.675 -1.863  0.111
H 3.509 -2.599 -0.773  0.043
H 5.266 -3.024 -0.457  0.105
H 3.698 -2.354 -3.718  0.130
H 3.969 -0.660 -3.794  0.140
H 2.062 -1.461 -1.586  -0.031
H 1.649 -1.545 -3.320  0.107
H 2.338 0.741 -1.924  0.045
C -0.769 -1.937 2.874  -0.095
C -1.717 -0.869 3.432  -0.221
C -2.256 -0.982 4.837  -0.138
N -3.576 -0.350 5.011  -0.268
C -3.724 1.072 4.502  0.048
C -4.666 -1.145 4.280  -0.103
C -5.969 -0.807 4.965  -0.129
C -5.550 -0.528 6.432  -0.113
C -3.987 -0.395 6.482  -0.066
H -1.226 -2.919 2.686  0.061
H 0.078 -2.112 3.486  0.069
H -0.505 -1.619 1.880  0.000
H -2.546 -0.859 2.684  0.094
H -1.232 0.105 3.327  0.109
H -1.584 -0.521 5.566  0.147
H -2.461 -2.034 5.075  0.140
H -2.857 1.654 4.839  0.122
H -4.653 1.500 4.838  0.107
H -3.697 1.022 3.427  0.089
H -4.680 -0.909 3.236  0.101
H -4.431 -2.194 4.415  0.140
H -6.332 0.111 4.530  0.108
H -6.671 -1.647 4.917  0.134
H -5.984 0.388 6.808  0.111
H -5.848 -1.338 7.117  0.126
H -3.669 0.540 6.954  0.135
H -3.456 -1.206 6.979  0.132
C 4.389 4.013 -1.344  0.014
C 3.483 2.974 -0.514  -0.614
O 2.867 3.337 0.556  -0.156
O 3.455 1.770 -0.885  -0.108
H 4.354 4.960 -0.876  0.046
H 4.038 4.004 -2.394  0.079
H 5.414 3.669 -1.246  0.067
C -4.591 -0.030 0.047  -0.013
C -3.046 0.076 -0.159  -0.667
O -2.446 0.660 0.796  -0.102
O -2.502 -0.396 -1.215  -0.114
H -5.032 0.939 -0.151  0.068
H -4.861 -0.209 1.076  0.034
H -5.131 -0.752 -0.578  0.071
Cl 1.944 -1.033 0.619  0.004